Version A
Here is a cluster of 2 separate species, C7H11N2O2 in total from the Open Molecules 2025 dataset. Energies are from wB97M-V/def2-TZVPD.

## Properties
E_HOMO = -3.8 eV
net charge = -1
orbital gap = 7.5 eV
LUMO level = 3.69 eV

```
22
C7H11N2O2 | the Open Molecules 2025 dataset | wB97M-V/def2-TZVPD
C 3.334 -1.168 -2.239
C 0.886 -0.559 -1.613
C 2.267 -0.518 -1.480
C 1.568 0.661 0.143
N 0.445 0.271 -0.573
N 2.700 0.119 -0.345
H 0.089 -0.972 -2.244
H -0.922 1.158 -0.106
H 4.300 -0.929 -1.901
H 3.225 -1.006 -3.393
H 1.438 1.078 1.150
H 3.276 -2.248 -2.270
C -2.479 -0.312 1.158
C -1.782 0.287 2.545
C -2.835 1.070 0.384
O -3.880 1.655 0.341
O -1.805 1.787 -0.114
H -1.602 -0.894 0.843
H -3.485 -0.925 1.034
H -1.397 -0.523 3.160
H -2.476 1.012 3.095
H -0.865 0.954 2.424
```


Version B
Here is a cluster of 2 separate species, C7H11N2O2 in total from the Open Molecules 2025 dataset. Energies are from wB97M-V/def2-TZVPD.

## Properties
E_HOMO = -4.2 eV
net charge = -1
orbital gap = 7.6 eV
LUMO level = 3.35 eV

```
22
C7H11N2O2 | the Open Molecules 2025 dataset | wB97M-V/def2-TZVPD
C -2.727 0.950 1.924
C -3.306 0.968 0.518
O -2.401 1.047 -0.389
O -4.471 0.736 0.521
H -2.666 0.259 2.743
H -3.198 1.739 2.563
H -1.691 1.012 1.935
C 0.603 -1.415 -0.007
C 1.662 -2.101 0.937
C 1.202 -0.414 -0.937
C 0.523 0.724 -1.509
C 2.796 0.803 -1.982
N 2.518 -0.328 -1.319
N 1.484 1.463 -2.124
H -0.127 -2.119 -0.462
H 0.020 -0.862 0.853
H 1.777 -3.160 0.880
H -0.550 0.839 -1.306
H 3.597 1.175 -2.581
H 1.100 2.196 -2.788
H 1.249 -1.915 1.938
H 2.607 -1.597 0.590
```


Version C
Here is a cluster of 2 separate species, C7H11N2O2 in total from the Open Molecules 2025 dataset. Energies are from wB97M-V/def2-TZVPD.

## Properties
E_HOMO = -3.2 eV
net charge = -1
orbital gap = 6.7 eV
LUMO level = 3.51 eV

```
22
C7H11N2O2 | the Open Molecules 2025 dataset | wB97M-V/def2-TZVPD
C -1.399 0.501 -0.830
C -2.269 1.752 -0.864
C -0.152 0.577 -1.650
O 0.628 1.488 -1.736
O 0.062 -0.592 -2.323
H -1.207 0.133 0.168
H -1.959 -0.358 -1.221
H -2.840 1.818 -1.788
H -1.666 2.664 -0.785
H -2.841 1.841 0.059
C 1.473 0.804 1.433
C 1.643 -1.563 0.355
C 1.072 -0.603 1.168
C 0.255 -2.511 1.622
N 1.124 -2.792 0.640
N 0.184 -1.231 1.995
H 2.263 -1.421 -0.524
H 1.009 -0.812 -2.292
H 1.495 1.448 0.547
H 2.519 0.831 1.776
H -0.295 -3.332 2.072
H 0.901 1.358 2.179
```


version C wins, 90.8 kJ/mol ahead of the next structure.


Version A
Here is an isolated molecule of C4H3NO3 from the Open Molecules 2025 dataset. Energies are from wB97M-V/def2-TZVPD.

## Properties
E_HOMO = -10.0 eV
structure (SMILES) = O=C1C=CC(=O)N1O
orbital gap = 8.9 eV
LUMO level = -1.09 eV

```
11
C4H3NO3 | the Open Molecules 2025 dataset | wB97M-V/def2-TZVPD
C -1.071 0.085 -0.046
C -0.289 1.388 0.056
C 1.006 1.069 0.010
C 1.253 -0.413 -0.028
H -1.425 -2.034 0.182
H -0.720 2.417 0.028
H 1.785 1.804 -0.051
N -0.108 -0.817 -0.082
O -0.461 -2.163 0.052
O -2.217 -0.291 -0.073
O 2.248 -1.045 -0.048
```


Version B
Here is an isolated molecule of C4H3NO3 from the Open Molecules 2025 dataset. Energies are from wB97M-V/def2-TZVPD.

## Properties
E_HOMO = -9.3 eV
structure (SMILES) = O=COc1cocn1
orbital gap = 10.2 eV
LUMO level = 0.89 eV

```
11
C4H3NO3 | the Open Molecules 2025 dataset | wB97M-V/def2-TZVPD
C 2.129 0.187 -0.940
C -0.110 0.386 -0.142
C -0.141 -0.456 1.030
C -2.139 -0.047 0.195
H 2.901 0.585 -1.682
H 0.280 -0.814 1.936
H -3.248 0.145 0.299
N -1.340 0.508 -0.730
O 2.175 -0.656 -0.078
O 0.979 0.833 -1.043
O -1.485 -0.671 1.155
```


Version C
Here is an isolated molecule of C4H3NO3 from the Open Molecules 2025 dataset. Energies are from wB97M-V/def2-TZVPD.

## Properties
E_HOMO = -11.2 eV
structure (SMILES) = N#CCOC(=O)C=O
orbital gap = 9.9 eV
LUMO level = -1.35 eV

```
11
C4H3NO3 | the Open Molecules 2025 dataset | wB97M-V/def2-TZVPD
C 2.283 -0.080 -0.449
C 0.931 0.034 0.387
C -1.300 0.600 0.202
C -1.876 -0.681 -0.260
H 2.535 0.527 -1.271
H -1.958 1.427 -0.148
H -1.361 0.554 1.173
N -2.647 -1.481 -0.406
O 2.913 -1.188 -0.184
O 0.434 -0.615 1.264
O 0.045 0.903 -0.309
```


version B wins, 5.9 kJ/mol ahead of the next structure.


Version A
Here is a cluster of 2 separate species, C2H9N2S in total from the Open Molecules 2025 dataset. Energies are from wB97M-V/def2-TZVPD.

## Properties
E_HOMO = -2.5 eV
net charge = -1
orbital gap = 6.8 eV
LUMO level = 4.26 eV

```
14
C2H9N2S | the Open Molecules 2025 dataset | wB97M-V/def2-TZVPD
C -0.946 1.671 -1.259
S -1.853 1.330 0.226
H -0.691 0.755 -1.817
H 0.003 2.150 -1.022
H -1.516 2.297 -1.970
N -0.321 -1.685 0.133
C 1.004 -1.180 0.589
N 1.018 -0.180 1.617
H -0.141 -1.996 -0.812
H -0.872 -0.793 0.000
H 1.407 -0.625 -0.277
H 1.659 -2.041 0.742
H 0.655 -0.404 2.523
H 0.592 0.701 1.328
```


Version B
Here is a cluster of 2 separate species, C2H9N2S in total from the Open Molecules 2025 dataset. Energies are from wB97M-V/def2-TZVPD.

## Properties
E_HOMO = -2.5 eV
net charge = -1
orbital gap = 6.6 eV
LUMO level = 4.13 eV

```
14
C2H9N2S | the Open Molecules 2025 dataset | wB97M-V/def2-TZVPD
C -1.523 -0.108 2.160
S 0.158 -0.781 2.437
H -1.540 0.708 1.440
H -1.987 0.302 3.073
H -2.169 -0.935 1.847
N -0.325 0.651 -1.524
C 0.983 0.015 -1.830
N 1.687 -0.565 -0.706
H -0.099 1.366 -0.833
H -0.834 0.011 -0.900
H 1.555 0.787 -2.345
H 0.796 -0.771 -2.571
H 1.003 -0.797 0.022
H 2.295 0.118 -0.270
```


version B wins, 16.1 kJ/mol ahead of the next structure.


Version A
Here is a cluster of 2 separate species, CHOPS in total from the Open Molecules 2025 dataset. Energies are from wB97M-V/def2-TZVPD.

## Properties
E_HOMO (alpha / beta) = -8.3 / -7.8 eV
orbital gap (alpha / beta) = 6.8 / 6.0 eV
LUMO level (alpha / beta) = -1.57 / -1.81 eV

```
5
CHOPS | the Open Molecules 2025 dataset | wB97M-V/def2-TZVPD
C 1.011 0.472 0.017
O 1.119 1.614 -0.346
P 1.177 -2.362 -0.755
S -0.651 -2.598 -0.103
H 0.624 0.079 0.875
```


Version B
Here is a cluster of 2 separate species, CHOPS in total from the Open Molecules 2025 dataset. Energies are from wB97M-V/def2-TZVPD.

## Properties
E_HOMO (alpha / beta) = -6.3 / -6.3 eV
orbital gap (alpha / beta) = 3.8 / 3.8 eV
LUMO level (alpha / beta) = -2.49 / -2.50 eV

```
5
CHOPS | the Open Molecules 2025 dataset | wB97M-V/def2-TZVPD
C -2.043 0.678 -0.097
O 1.737 -0.711 0.315
P 3.160 -0.412 0.198
S -0.476 0.693 0.099
H -2.378 -0.249 -0.515
```


version A wins, 241.8 kJ/mol ahead of the next structure.


Version A
Here is a cluster of 2 separate species, CH3OS in total from the Open Molecules 2025 dataset. Energies are from wB97M-V/def2-TZVPD.

## Properties
E_HOMO = -2.7 eV
net charge = -1
orbital gap = 6.8 eV
LUMO level = 4.13 eV

```
6
CH3OS | the Open Molecules 2025 dataset | wB97M-V/def2-TZVPD
S 2.358 -0.335 -0.266
H 1.407 0.498 0.289
O -1.521 -0.896 0.608
C -0.933 -0.049 -0.007
H -0.367 -0.214 -0.932
H -0.943 0.995 0.308
```


Version B
Here is a cluster of 2 separate species, CH3OS in total from the Open Molecules 2025 dataset. Energies are from wB97M-V/def2-TZVPD.

## Properties
E_HOMO = -2.7 eV
net charge = -1
orbital gap = 6.9 eV
LUMO level = 4.13 eV

```
6
CH3OS | the Open Molecules 2025 dataset | wB97M-V/def2-TZVPD
S 1.968 -0.664 -1.000
H 2.599 -1.033 0.120
O -2.224 0.928 0.309
C -1.113 0.435 0.212
H -0.784 -0.037 -0.729
H -0.446 0.371 1.089
```


version B wins, 16.2 kJ/mol ahead of the next structure.


Version A
Here is a cluster of 2 separate species, C4H14N4 in total from the Open Molecules 2025 dataset. Energies are from wB97M-V/def2-TZVPD.

## Properties
E_HOMO = -7.8 eV
structure (SMILES) = CN=C(N)N.CNC
orbital gap = 8.7 eV
LUMO level = 0.93 eV

```
22
C4H14N4 | the Open Molecules 2025 dataset | wB97M-V/def2-TZVPD
C 2.993 -0.844 -0.513
C 1.113 0.602 -0.147
N 0.990 0.352 1.218
N 0.690 1.881 -0.548
N 1.892 -0.042 -0.960
H 0.043 0.562 1.528
H 1.272 -0.579 1.485
H 1.148 2.200 -1.390
H 0.614 2.548 0.207
H 2.660 -1.878 -0.351
H 3.741 -0.855 -1.312
H 3.510 -0.500 0.392
C -2.375 -0.565 1.207
C -1.734 -0.398 -1.185
N -1.567 0.178 0.250
H -1.883 1.146 0.246
H -2.283 -0.110 2.193
H -1.995 -1.585 1.250
H -3.444 -0.554 0.961
H -1.425 -1.440 -1.165
H -1.170 0.197 -1.899
H -2.791 -0.318 -1.466
```


Version B
Here is an isolated molecule of C4H14N4 from the Open Molecules 2025 dataset. Energies are from wB97M-V/def2-TZVPD.

## Properties
E_HOMO = -8.7 eV
structure (SMILES) = CCC(N)(N)N(C)N
orbital gap = 9.8 eV
LUMO level = 1.08 eV

```
22
C4H14N4 | the Open Molecules 2025 dataset | wB97M-V/def2-TZVPD
C 0.027 -0.309 -0.063
C -0.146 0.435 1.451
C 0.023 0.377 -2.463
C -0.797 -0.437 2.509
N -0.082 0.823 -0.933
N 0.931 1.782 -0.635
N 1.295 -0.962 -0.173
N -1.057 -1.204 -0.365
H 1.798 1.559 -1.131
H 0.603 2.675 -0.992
H 1.700 -1.171 0.730
H 1.274 -1.776 -0.773
H -1.935 -0.704 -0.420
H -1.040 -2.051 0.189
H 0.880 0.664 1.733
H -0.670 1.387 1.386
H 1.045 0.092 -2.743
H -0.645 -0.464 -2.617
H -0.306 1.234 -3.051
H -0.720 0.036 3.489
H -0.319 -1.415 2.570
H -1.859 -0.570 2.300
```


Version C
Here is a structure of composition C4H14N4 from the Open Molecules 2025 dataset. Energies are from wB97M-V/def2-TZVPD.

## Properties
E_HOMO = -7.7 eV
orbital gap = 8.7 eV
LUMO level = 0.98 eV

```
22
C4H14N4 | the Open Molecules 2025 dataset | wB97M-V/def2-TZVPD
C -1.295 -1.288 -0.264
C 0.995 0.632 0.661
C 0.045 1.257 -1.481
C 1.596 -0.551 1.416
N 0.333 0.198 -0.545
N -2.336 -0.793 -0.970
N -0.412 -2.111 -0.881
N 0.027 1.313 1.556
H -1.385 -1.171 0.813
H 1.828 1.317 0.396
H 0.007 -2.751 -0.214
H 0.387 -1.084 -0.961
H -2.788 0.041 -0.630
H -2.278 -0.893 -1.973
H -0.331 2.147 1.104
H 0.494 1.623 2.403
H -0.259 0.832 -2.439
H 0.911 1.910 -1.673
H -0.780 1.907 -1.141
H 0.813 -1.241 1.735
H 2.126 -0.210 2.308
H 2.304 -1.084 0.781
```


version A wins, 16.7 kJ/mol ahead of the next structure.


Version A
Here is a cluster of 2 separate species, C2H5NO in total from the Open Molecules 2025 dataset. Energies are from wB97M-V/def2-TZVPD.

## Properties
E_HOMO (alpha / beta) = -9.0 / -8.0 eV
orbital gap (alpha / beta) = 9.1 / 7.6 eV
LUMO level (alpha / beta) = 0.11 / -0.37 eV

```
9
C2H5NO | the Open Molecules 2025 dataset | wB97M-V/def2-TZVPD
C 0.029 -0.823 0.024
C 1.250 -0.158 0.503
O -1.475 0.753 -0.261
N 0.954 1.051 0.364
H -1.585 0.977 -1.196
H -0.611 1.222 0.075
H -0.699 -1.201 0.728
H -0.073 -1.194 -0.990
H 2.211 -0.627 0.754
```


Version B
Here is a structure of composition C2H5NO from the Open Molecules 2025 dataset. Energies are from wB97M-V/def2-TZVPD.

## Properties
E_HOMO = -8.9 eV
orbital gap = 10.0 eV
LUMO level = 1.09 eV

```
9
C2H5NO | the Open Molecules 2025 dataset | wB97M-V/def2-TZVPD
C -0.963 0.222 0.268
N 0.221 0.308 -0.579
C 1.837 -0.697 -0.041
O 1.520 -1.406 0.808
H -0.677 -0.045 1.293
H -1.536 1.154 0.283
H -1.641 -0.578 -0.075
H 0.072 0.289 -1.575
H 1.167 0.754 -0.383
```


version B wins, 246.8 kJ/mol ahead of the next structure.